DFT (ωB97M-V/def2-TZVPD) results for a cluster of 2 separate species, C4H11N3O2 in total at a distorted geometry.

```
! wB97M-V def2-TZVPD RIJCOSX def2/J DEFGRID3
* xyz -1 2
C 3.57 -0.71 1.10
C 2.21 -0.37 0.52
O 1.42 -1.37 0.45
O 1.97 0.77 0.03
H 4.02 0.15 1.64
H 4.27 -1.05 0.34
H 3.39 -1.55 1.77
C -2.31 -1.07 0.40
C -1.34 0.81 -0.74
N -1.20 -0.38 -0.22
N -0.26 1.48 -1.04
N -2.58 1.30 -1.06
H -0.22 -0.72 -0.10
H -2.41 -2.03 -0.05
H -3.25 -0.57 0.30
H 0.68 1.15 -0.50
H -0.25 2.51 -1.20
H -3.16 0.66 -1.64
H -2.44 2.21 -1.49
H -2.13 -1.24 1.48
*
```

Computed properties:
Frontier orbital gap (alpha / beta) in eV: 3.2 / 9.7
Energy above the lowest of the compared OMol25 structures with the same formula, charge and spin in kcal/mol: 9.41
E_tot in eV: -12891.8095
Expectation value of S²: 0.750

For each atom in turn, the Löwdin charge in e is: -0.039 -0.688 -0.082 -0.070 0.073 0.067 0.064 -0.145 -0.751 0.038 0.123 0.029 0.111 0.056 0.035 0.060 0.081 -0.022 -0.025 0.083